10
Properties=species:S:1:pos:R:3 method="wB97M-V/def2-TZVPD" gap_ev="7.71 / 7.43" spin_multiplicity=1 de_lowest_kcal_mol=147.05 charge=-1
C 1.60 -0.32 -0.15
C -0.72 0.47 -1.09
N 2.71 -0.09 -0.64
O -2.96 0.89 0.17
O -2.04 -1.40 0.26
S -1.77 0.03 0.20
H 1.32 -0.91 0.73
H -0.46 1.51 -0.84
H 3.55 -0.48 -0.18
H -1.22 0.30 1.55

=====

10
Properties=species:S:1:pos:R:3 method="wB97M-V/def2-TZVPD" gap_ev=10.87 smiles="C#[N+]S(C)(=O)=O" spin_multiplicity=1 de_lowest_kcal_mol=40.13 charge=+1
C 1.26 2.10 1.29
N 1.03 1.45 0.40
S 1.11 -0.01 -1.06
C -0.33 -0.83 -0.59
O 1.05 0.79 -2.20
O 2.51 -0.58 -0.44
H 1.39 2.78 2.13
H -0.99 -0.45 0.10
H -0.73 -0.91 -1.51
H 0.03 -1.83 -0.32

=====

10
Properties=species:S:1:pos:R:3 method="wB97M-V/def2-TZVPD" gap_ev="7.91 / 4.63" spin_multiplicity=1 de_lowest_kcal_mol=156.91 charge=-1
C -0.27 -1.94 0.32
C -0.73 -0.55 -0.21
N 2.62 -0.89 -0.26
O 2.76 -0.25 1.02
O 2.18 -0.13 -1.17
O -1.17 -2.75 0.27
H -0.69 -0.65 -1.32
H -1.73 -0.27 0.10
H -0.03 0.21 0.16
H 2.81 0.65 0.67

=====

11
Properties=species:S:1:pos:R:3 method="wB97M-V/def2-TZVPD" gap_ev=6.16 smiles="O=P([O-])([O-])N1CC1" spin_multiplicity=1 de_lowest_kcal_mol=20.47 charge=-2
O 2.32 -0.02 -1.51
P 2.69 0.00 -0.06
O 3.33 1.26 0.47
O 3.34 -1.33 0.47
N 1.01 -0.04 0.80
C 0.01 -0.65 0.04
C -0.02 0.78 0.27
H -0.47 -1.12 0.85
H 0.06 -1.04 -0.94
H 0.10 1.44 -0.63
H -0.62 1.27 1.03

=====

11
Properties=species:S:1:pos:R:3 method="wB97M-V/def2-TZVPD" gap_ev=8.99 smiles="O=C=O.C=N.O=P" spin_multiplicity=1 de_lowest_kcal_mol=74.67
O 1.42 1.83 -0.52
C 1.45 1.08 0.33
O 1.51 0.25 1.11
C -1.75 0.83 -0.18
N -1.72 0.03 0.83
H -2.36 1.65 -0.06
H -1.30 0.59 -1.14
H -1.45 -0.92 0.73
O 0.68 -2.68 0.06
P 1.95 -1.94 -0.05
H 1.57 -0.71 -1.09

=====

11
Properties=species:S:1:pos:R:3 method="wB97M-V/def2-TZVPD" gap_ev=8.80 spin_multiplicity=1 de_lowest_kcal_mol=26.19 charge=-1
O -1.25 -0.78 -1.07
C -1.73 -0.08 -0.19
N -1.03 0.71 0.62
C 0.50 0.88 0.52
O 0.86 1.59 -0.39
O 1.09 0.30 1.44
H -2.82 -0.07 -0.03
H -1.31 0.98 1.56
H 1.65 -1.44 -0.18
H 0.40 -2.08 -0.76
O 1.36 -2.06 -0.86

=====

11
Properties=species:S:1:pos:R:3 method="wB97M-V/def2-TZVPD" gap_ev=9.00 spin_multiplicity=1 de_lowest_kcal_mol=24.21 charge=-1
O -2.12 0.28 -1.23
C -1.70 0.88 -0.25
N -0.78 0.40 0.63
C 0.16 -0.82 0.55
O 1.30 -0.45 0.85
O -0.34 -1.91 0.31
H -2.11 1.88 -0.02
H -0.55 1.05 1.36
H 1.83 1.00 -0.41
H 3.09 0.31 -0.65
O 2.70 1.18 -0.76

=====

12
Properties=species:S:1:pos:R:3 method="wB97M-V/def2-TZVPD" gap_ev=6.12 spin_multiplicity=1 de_lowest_kcal_mol=80.20 charge=-1
C -2.74 0.46 0.68
C 0.08 -0.27 -0.47
N -1.00 -1.02 -0.79
O -2.55 1.25 -0.14
O -2.94 -0.22 1.56
O 1.26 -1.01 -0.43
O -0.05 0.39 0.81
O 0.21 0.65 -1.49
H -0.93 -1.87 -0.24
H 1.69 -0.71 -1.37
H 0.20 -0.27 1.49
H -0.72 0.56 -1.86

=====

9
Properties=species:S:1:pos:R:3 method="wB97M-V/def2-TZVPD" gap_ev="6.14 / 6.14" spin_multiplicity=1 de_lowest_kcal_mol=86.98
C 1.13 0.37 -0.19
C 0.09 1.14 -0.01
N 1.85 -0.56 -0.29
O -1.78 -1.04 -0.37
P -1.96 0.56 -0.10
H -0.30 1.24 1.01
H -0.29 2.06 -0.56
H 1.71 -1.50 -0.61
H -1.52 -1.20 -1.28

=====

10
Properties=species:S:1:pos:R:3 method="wB97M-V/def2-TZVPD" gap_ev=7.16 spin_multiplicity=1 de_lowest_kcal_mol=55.32 charge=-1
C -1.87 -0.04 0.37
C 1.17 0.86 0.13
N 0.20 -1.78 -0.46
O -1.93 -0.85 1.25
S -2.56 1.42 0.04
S -0.41 -0.47 -0.98
H 1.03 1.09 1.22
H 1.40 1.69 -0.55
H 2.04 0.07 0.07
H 0.93 -1.97 -1.09

=====

8
Properties=species:S:1:pos:R:3 method="wB97M-V/def2-TZVPD" gap_ev=9.67 smiles=C1[C@@H]2NP12 spin_multiplicity=1 de_lowest_kcal_mol=37.84
C 0.07 0.90 0.30
C 0.46 -0.40 -0.45
N -0.56 -1.30 -0.38
P 0.24 -0.61 1.31
H 0.83 1.57 0.46
H -1.02 1.17 -0.07
H 1.45 -0.51 -0.77
H -1.48 -0.82 -0.39

=====

8
Properties=species:S:1:pos:R:3 method="wB97M-V/def2-TZVPD" gap_ev=10.82 smiles="PC1=NC1" spin_multiplicity=1 de_lowest_kcal_mol=53.92
P 0.41 0.18 -1.72
C 0.04 -0.29 -0.07
N 0.22 -1.09 0.88
C -0.90 0.17 1.03
H 1.49 -0.50 -2.14
H 1.16 1.14 -1.06
H -0.60 0.68 1.98
H -1.82 -0.29 1.11